C5H10NO | the ωB97M-V functional and the def2-TZVPD basis

Last column: Mulliken charge in e.
Geometry (Å):
C 1.9253 2.4200 2.2658  -0.934
C 1.3134 1.7578 1.2716  0.046
C 0.3197 0.7937 1.5181  -0.132
C -0.8840 -0.8621 -0.1322  -0.368
C -0.8952 -2.2115 -2.0568  -0.738
N -0.9959 -0.7734 -1.5770  -0.099
O -0.0830 0.1406 0.4578  -0.266
H 2.5027 3.1826 2.0216  0.391
H 1.4356 2.5380 3.3150  0.238
H 1.7712 1.6497 0.2600  0.206
H -0.1516 0.6723 2.4316  0.436
H -1.5706 -1.3983 0.4182  0.491
H -1.9530 -2.6683 -1.7581  0.308
H -0.8215 -2.0804 -3.1759  0.358
H -0.0996 -2.5185 -1.3523  0.390
H -1.7001 -0.2824 -2.0418  0.300
H -0.1133 -0.3597 -1.8658  0.374

For the highest occupied orbital energy (alpha / beta), the calculation gives -10.31 / -13.64 eV. Its molar mass is 100.14 g mol⁻¹. The total energy comes out at -326.015491 a.u. Its gap between HOMO and LUMO (alpha / beta) is 6.77 / 8.25 eV. The multiplicity is 3. As for the total charge: +1. The energy above the lowest of the compared OMol25 structures with the same formula, charge and spin comes out at 2.879 eV.



C5H10NO | the ωB97M-V functional and the def2-TZVPD basis

Last column: Mulliken charge in e.
Geometry (Å):
C 0.9650 -1.4317 0.1166  -0.579
C -0.6184 -1.5797 0.1087  -0.902
C 0.7739 0.1370 0.4509  1.348
C -0.6911 -0.0296 0.3980  -1.670
C 1.6047 1.3104 0.0322  -1.509
N -1.9868 0.7025 0.0120  -0.218
O -0.0465 0.1892 1.5834  -0.070
H 1.5449 -2.0135 0.9807  0.278
H 1.5671 -1.4959 -0.7233  0.370
H -0.9098 -1.7897 -0.8091  0.550
H -0.9426 -2.1599 0.8351  0.425
H 2.5855 1.0756 -0.0535  0.448
H 1.7360 1.9084 0.9491  0.369
H 1.3799 1.8997 -0.9041  0.399
H -2.5748 0.6506 0.7982  0.563
H -2.3252 0.2712 -0.8129  0.613
H -1.8377 1.7067 -0.0855  0.584

For the highest occupied orbital energy (alpha / beta), the calculation gives -7.95 / -16.43 eV. Its molar mass is 100.14 g mol⁻¹. The total energy comes out at -325.892385 a.u. Its gap between HOMO and LUMO (alpha / beta) is 5.20 / 7.66 eV. The multiplicity is 3. As for the total charge: +1. The energy above the lowest of the compared OMol25 structures with the same formula, charge and spin comes out at 6.229 eV.



C5H10NO2 | the ωB97M-V functional and the def2-TZVPD basis

Last column: Mulliken charge in e.
Geometry (Å):
O -2.4957 0.3570 0.6627  -0.489
C -1.3218 0.0892 -0.0079  0.826
C -0.4765 1.3450 -0.0521  -0.922
N 0.8770 0.8848 -0.6291  -0.236
C 1.4874 0.0225 0.4286  -0.443
C 0.9761 -1.3345 0.1034  -0.992
C -0.5971 -1.2212 0.0636  -0.131
O -1.1819 -0.7292 -1.1031  -0.464
H -3.0251 -0.3819 0.3948  0.369
H -0.9942 2.2477 -0.4837  0.407
H -0.3852 1.7918 0.8826  0.388
H 1.2392 1.7169 -1.0801  0.380
H 0.7344 0.3848 -1.5379  0.351
H 1.1612 0.4944 1.3160  0.366
H 2.6510 0.0087 0.4270  0.352
H 1.1799 -1.8183 -0.8028  0.393
H 1.4013 -1.9601 0.7898  0.436
H -1.2299 -1.8975 0.6281  0.408

For the highest occupied orbital energy, the calculation gives -14.27 eV. Its molar mass is 116.14 g mol⁻¹. The total energy comes out at -401.413813 a.u. Its gap between HOMO and LUMO is 10.99 eV. Its structure (SMILES) is O[C@@]12C[NH2+]CC[C@@H]1O2. As for the total charge: +1. The energy above the lowest of the compared OMol25 structures with the same formula, charge and spin comes out at 3.026 eV.



Which formula does entry 1 have? C5H10NO



The highest molar mass belongs to which entry? C5H10NO2



What is the molar mass in the second record? 100.14 g mol⁻¹